1.
The following is a DFT calculation (the ωB97M-V functional and the def2-TZVPD basis) of a molecular structure, C31H53CsNSSbSi3.

CARTESIAN COORDINATES (ANGSTROEM)
Cs -1.001 0.146 1.638
C -1.782 1.453 5.678
C -1.100 2.203 4.558
C 0.287 2.085 4.417
C 1.042 1.209 5.389
C 0.953 2.750 3.377
C 2.431 2.506 3.161
C 0.235 3.623 2.547
C 0.919 4.463 1.494
C -1.156 3.743 2.692
C -1.895 4.700 1.787
C -1.834 2.987 3.657
C -3.347 2.997 3.712
H -1.828 0.376 5.486
H -2.797 1.798 5.851
H -1.241 1.576 6.616
H 0.786 0.151 5.271
H 0.799 1.471 6.419
H 2.118 1.301 5.286
H 3.051 3.107 3.831
H 2.737 2.728 2.143
H 2.686 1.462 3.338
H 0.581 4.208 0.486
H 1.999 4.369 1.514
H 0.692 5.520 1.640
H -1.906 4.359 0.747
H -1.411 5.677 1.783
H -2.923 4.855 2.095
H -3.736 3.791 4.356
H -3.738 2.054 4.089
H -3.781 3.137 2.725
C 1.515 -2.327 2.232
C 0.518 -3.275 1.607
C 0.777 -4.665 1.613
C -0.155 -5.503 1.094
C -1.343 -4.988 0.529
C -2.314 -5.846 -0.035
C -3.425 -5.294 -0.601
C -3.596 -3.899 -0.632
C -2.683 -3.004 -0.105
S -2.980 -1.283 -0.245
C -1.513 -3.581 0.513
N -0.569 -2.761 1.079
H 2.463 -2.824 2.432
H 1.145 -1.939 3.185
H 1.717 -1.480 1.571
H 1.699 -5.041 2.038
H 0.003 -6.576 1.092
H -2.155 -6.917 -0.012
H -4.184 -5.929 -1.041
H -4.478 -3.483 -1.102
C -1.546 -2.623 -3.810
Si 0.245 -2.376 -3.395
C 1.240 -2.143 -4.955
C 0.932 -3.818 -2.438
Sb 0.462 -0.358 -1.856
Si 2.887 0.312 -2.254
C 3.891 -1.172 -1.706
C 3.245 1.746 -1.094
C 3.444 0.777 -3.974
Si -0.846 1.479 -3.041
C -2.642 1.002 -3.151
C -0.681 2.982 -1.932
C -0.256 1.886 -4.763
H -1.693 -3.615 -4.248
H -1.890 -1.877 -4.530
H -2.162 -2.534 -2.919
H 1.106 -3.003 -5.617
H 2.304 -2.051 -4.728
H 0.932 -1.245 -5.492
H 0.860 -4.736 -3.030
H 0.366 -3.961 -1.524
H 1.980 -3.664 -2.168
H 3.613 -1.490 -0.698
H 4.960 -0.938 -1.712
H 3.728 -2.021 -2.374
H 2.906 1.521 -0.079
H 2.739 2.659 -1.419
H 4.319 1.951 -1.059
H 3.251 -0.028 -4.684
H 4.519 0.978 -3.968
H 2.938 1.671 -4.336
H -3.042 0.642 -2.203
H -2.786 0.200 -3.876
H -3.219 1.872 -3.481
H -1.008 2.747 -0.916
H -1.297 3.805 -2.306
H 0.356 3.325 -1.878
H -0.362 1.016 -5.413
H 0.788 2.196 -4.786
H -0.864 2.694 -5.181

The calculation puts the frontier orbital gap at 6.2 eV. The energy above the lowest of the compared OMol25 structures with the same formula, charge and spin comes out at 11.0 kJ/mol.



2.
The following is a DFT calculation (the ωB97M-V functional and the def2-TZVPD basis) of 4 unconnected molecules or ions with the total composition C31H53N5O6S2 in a non-equilibrium geometry.

CARTESIAN COORDINATES (ANGSTROEM)
S 6.851 -4.013 -2.094
C 5.470 -3.038 -1.872
N 4.444 -2.281 -1.291
C 4.372 -0.926 -1.961
C 5.624 0.150 -2.038
C 5.463 1.630 -2.794
C 4.020 2.082 -3.502
C 2.791 0.999 -3.395
C 2.907 -0.486 -2.633
N 1.741 -1.445 -2.533
C 0.461 -0.761 -2.078
C -0.484 -1.395 -0.852
C -1.874 -0.593 -0.405
C -2.425 0.778 -1.123
C -1.486 1.413 -2.343
C -0.091 0.661 -2.764
S 1.060 1.367 -4.116
H 6.685 -0.078 -1.554
H 6.348 2.425 -2.852
H 3.847 3.120 -4.029
H 1.610 -1.874 -3.498
H -0.104 -2.382 -0.338
H -2.521 -1.043 0.490
H -3.425 1.333 -0.797
H -1.796 2.407 -2.924
C -8.046 6.711 -0.325
O -7.238 6.603 0.836
C -7.851 5.857 1.897
C -7.177 4.485 2.067
N -7.473 3.596 0.941
C -6.623 2.403 0.876
C -5.097 2.609 0.752
O -4.679 3.148 -0.503
C -4.824 4.556 -0.619
H -7.611 7.480 -0.970
H -8.061 5.773 -0.882
H -9.068 7.011 -0.074
H -8.935 5.762 1.762
H -7.687 6.434 2.815
H -7.531 4.021 2.994
H -6.103 4.662 2.163
H -7.361 4.111 0.072
H -6.955 1.830 0.003
H -6.827 1.778 1.756
H -4.634 1.617 0.814
H -4.675 3.184 1.583
H -4.644 5.074 0.326
H -5.812 4.796 -1.015
H -4.094 4.913 -1.349
C -7.294 3.837 8.295
O -5.883 3.686 8.318
C -5.441 2.523 9.033
C -4.909 1.451 8.067
N -5.989 0.854 7.277
C -5.530 0.066 6.129
C -4.679 0.780 5.056
O -5.397 1.744 4.284
C -5.558 3.005 4.917
H -7.520 4.850 7.949
H -7.753 3.133 7.599
H -7.726 3.710 9.292
H -6.220 2.123 9.693
H -4.612 2.850 9.671
H -4.407 0.665 8.641
H -4.166 1.933 7.427
H -6.594 1.594 6.929
H -6.428 -0.324 5.638
H -4.974 -0.806 6.502
H -4.357 0.013 4.340
H -3.757 1.211 5.460
H -4.697 3.277 5.534
H -6.477 3.010 5.504
H -5.673 3.763 4.139
C 11.002 -7.915 -3.078
O 9.758 -7.895 -3.760
C 9.001 -6.696 -3.542
C 8.989 -5.814 -4.803
N 10.307 -5.227 -5.061
C 10.453 -4.642 -6.397
C 10.249 -5.567 -7.618
O 11.271 -6.552 -7.784
C 11.125 -7.699 -6.959
H 11.387 -8.938 -3.106
H 11.730 -7.268 -3.571
H 10.888 -7.618 -2.031
H 9.350 -6.141 -2.663
H 7.972 -7.013 -3.339
H 8.257 -5.010 -4.675
H 8.663 -6.443 -5.634
H 11.018 -5.945 -4.952
H 11.470 -4.237 -6.452
H 9.770 -3.786 -6.482
H 10.305 -4.935 -8.512
H 9.256 -6.027 -7.643
H 10.078 -7.967 -6.797
H 11.640 -7.540 -6.010
H 11.620 -8.538 -7.453

As for the SMILES: S=C=Nc1cccc2c1Nc1ccccc1S2.COCCNCCOC.COCCNCCOC.COCCNCCOC. The calculation puts the frontier orbital gap at 7.2 eV.



E_tot (Ha)
-2795.0033 -2733.7608
HOMO level (eV)
-6.21 -8.00